No. 1
Entry from the Open Molecules 2025 dataset: a 6-piece molecular cluster, C51H71F8N6O4PS2 overall in a non-equilibrium geometry (wB97M-V/def2-TZVPD).

Values from the calculation:
LUMO   -1.0 eV
HOMO   -8.437 eV
Largest force on an atom   6.9 eV/Å
SMILES   C#Cc1cc(CCOCC(F)(F)F)c(P(O)(O)=S)c2c1Sc1ccc(C(F)(F)C(F)(F)F)c(CCCC)c1N2OC[C@@H](C)CC(C)C.CCCC#N.CCCC#N.CCCC#N.CCCC#N.CCCC#N

Element x y z (Å)
1 C -1.853 -1.294 -4.255
2 C -1.350 -1.515 -3.054
3 C -0.676 -1.643 -1.593
4 C -0.125 -3.034 -1.019
5 C 0.564 -3.157 0.419
6 C 1.116 -4.621 0.840
7 C 1.444 -5.586 -0.411
8 O 0.201 -6.251 -0.780
9 C 0.230 -6.753 -2.137
10 C -1.303 -6.731 -2.712
11 F -1.465 -7.657 -3.829
12 F -2.272 -7.096 -1.691
13 F -1.697 -5.430 -3.202
14 C 0.705 -1.868 1.370
15 P 1.540 -2.092 3.053
16 O 3.246 -2.284 2.755
17 O 1.429 -0.692 4.069
18 S 0.829 -3.583 4.094
19 C 0.156 -0.475 0.804
20 C -0.511 -0.388 -0.655
21 S -1.032 1.355 -1.136
22 C 0.442 2.343 -0.510
23 C 1.095 3.498 -1.355
24 C 2.376 4.211 -0.715
25 C 2.989 3.781 0.696
26 C 4.305 4.556 1.178
27 F 4.124 5.426 2.307
28 F 4.791 5.410 0.091
29 C 5.567 3.545 1.496
30 F 6.709 3.948 0.685
31 F 5.979 3.724 2.861
32 F 5.301 2.184 1.149
33 C 2.248 2.629 1.494
34 C 2.766 2.160 2.953
35 C 1.622 2.657 4.024
36 C 1.497 4.271 4.109
37 C -0.061 4.786 4.259
38 C 0.968 1.862 0.931
39 N 0.281 0.750 1.691
40 O -0.953 1.177 2.114
41 C -1.733 0.106 2.711
42 C -2.811 0.642 3.834
43 C -2.816 2.249 4.003
44 C -4.303 0.021 3.563
45 C -5.322 1.051 2.856
46 C -6.768 0.284 2.684
47 C -4.858 1.519 1.356
48 H -2.418 -0.985 -5.205
49 H -0.230 -3.932 -1.742
50 H 2.075 -4.551 1.501
51 H 0.301 -5.137 1.466
52 H 2.184 -6.425 -0.073
53 H 1.938 -5.067 -1.310
54 H 0.542 -7.878 -2.154
55 H 0.851 -6.114 -2.866
56 H 3.651 -1.387 2.944
57 H 0.866 -0.890 4.859
58 H 0.681 3.807 -2.384
59 H 2.822 5.067 -1.366
60 H 2.957 1.023 3.036
61 H 3.738 2.699 3.293
62 H 2.033 2.315 5.065
63 H 0.621 2.106 3.891
64 H 1.890 4.780 3.155
65 H 2.049 4.732 5.022
66 H -0.329 5.096 5.332
67 H -0.706 3.940 3.826
68 H -0.193 5.688 3.529
69 H -1.077 -0.670 3.286
70 H -2.389 -0.480 1.942
71 H -2.494 0.209 4.871
72 H -3.786 2.554 4.577
73 H -2.723 2.809 3.002
74 H -1.950 2.501 4.746
75 H -4.754 -0.233 4.609
76 H -4.257 -0.999 2.999
77 H -5.568 1.991 3.499
78 H -7.120 -0.137 3.713
79 H -6.580 -0.626 2.008
80 H -7.591 1.000 2.278
81 H -5.237 0.681 0.635
82 H -3.711 1.598 1.352
83 H -5.352 2.540 1.127
84 C -3.132 5.215 -0.167
85 C -4.417 5.989 -0.437
86 C -4.929 6.739 0.794
87 C -5.227 5.761 1.901
88 N -5.464 4.982 2.779
89 H -3.280 4.438 0.587
90 H -2.788 4.720 -1.079
91 H -2.336 5.884 0.179
92 H -5.183 5.292 -0.793
93 H -4.236 6.707 -1.244
94 H -5.842 7.288 0.547
95 H -4.184 7.460 1.143
96 C -3.774 -5.411 -7.685
97 C -2.296 -5.218 -8.006
98 C -1.727 -3.917 -7.435
99 C -2.465 -2.739 -8.020
100 N -3.051 -1.805 -8.487
101 H -4.389 -4.623 -8.128
102 H -4.129 -6.364 -8.086
103 H -3.943 -5.413 -6.603
104 H -2.164 -5.236 -9.093
105 H -1.731 -6.063 -7.600
106 H -0.665 -3.832 -7.680
107 H -1.827 -3.899 -6.346
108 C -5.513 -0.879 -2.739
109 C -6.479 0.244 -3.104
110 C -5.771 1.483 -3.654
111 C -4.825 2.034 -2.619
112 N -4.075 2.471 -1.795
113 H -4.826 -0.577 -1.943
114 H -6.063 -1.752 -2.378
115 H -4.921 -1.185 -3.607
116 H -7.062 0.513 -2.216
117 H -7.186 -0.126 -3.853
118 H -6.505 2.252 -3.913
119 H -5.207 1.235 -4.559
120 C 3.266 -9.544 -2.010
121 C 4.745 -9.348 -2.329
122 C 5.311 -8.049 -1.751
123 C 4.575 -6.868 -2.330
124 N 3.991 -5.930 -2.789
125 H 2.651 -8.755 -2.452
126 H 2.913 -10.496 -2.417
127 H 3.095 -9.551 -0.929
128 H 4.878 -9.361 -3.416
129 H 5.310 -10.194 -1.926
130 H 6.374 -7.962 -1.994
131 H 5.210 -8.036 -0.662
132 C 8.418 5.488 3.148
133 C 9.350 6.130 2.125
134 C 10.809 6.162 2.586
135 C 10.927 6.965 3.855
136 N 11.021 7.604 4.863
137 H 8.399 6.051 4.085
138 H 7.396 5.461 2.765
139 H 8.726 4.461 3.369
140 H 9.003 7.148 1.919
141 H 9.284 5.572 1.186
142 H 11.436 6.617 1.815
143 H 11.177 5.148 2.767

=====

No. 2
Entry from the Open Molecules 2025 dataset: C43H53GeN4PRuSe as an isolated structure in a non-equilibrium geometry (wB97M-V/def2-TZVPD).

Values from the calculation:
LUMO (alpha / beta)   -3.8 / -3.8 eV
⟨S²⟩   0.789
HOMO (alpha / beta)   -9.003 / -8.997 eV
Largest force on an atom   4.7 eV/Å
ΔE to the lowest compared entry with this formula, charge and spin   295.66 kJ/mol
Net charge   +1
Multiplicity   2

Element x y z (Å)
1 Ru 0.292 -0.504 -1.205
2 C 2.284 -2.032 0.902
3 N 2.562 -1.099 -0.194
4 C 3.240 0.081 0.318
5 C 3.223 -1.784 -1.251
6 C 4.563 -1.630 -1.546
7 C 5.191 -2.501 -2.427
8 C 4.490 -3.584 -2.936
9 C 3.139 -3.720 -2.702
10 C 2.436 -2.737 -1.974
11 N 1.093 -2.580 -1.876
12 C 0.147 -3.282 -2.556
13 C 0.356 -4.048 -3.721
14 C -0.632 -4.862 -4.229
15 C -1.877 -4.921 -3.625
16 C -2.166 -4.046 -2.590
17 C -1.200 -3.195 -2.086
18 N -1.511 -2.207 -1.093
19 C -1.225 -2.692 0.255
20 C -2.891 -1.730 -1.162
21 H 3.197 -2.233 1.480
22 H 1.921 -2.978 0.504
23 H 1.527 -1.597 1.563
24 H 4.190 -0.159 0.814
25 H 2.580 0.552 1.050
26 H 3.418 0.784 -0.496
27 H 5.139 -0.852 -1.074
28 H 6.237 -2.372 -2.655
29 H 4.997 -4.334 -3.524
30 H 2.631 -4.599 -3.063
31 H 1.287 -3.970 -4.257
32 H -0.423 -5.460 -5.102
33 H -2.629 -5.602 -3.984
34 H -3.163 -4.041 -2.175
35 H -1.984 -3.421 0.572
36 H -1.226 -1.847 0.952
37 H -0.254 -3.182 0.276
38 H -3.585 -2.387 -0.621
39 H -3.219 -1.662 -2.197
40 H -2.949 -0.740 -0.709
41 C 0.279 4.607 3.543
42 C -0.913 4.440 2.859
43 C -0.986 3.577 1.780
44 C 0.140 2.878 1.359
45 C 1.338 3.052 2.055
46 C 1.406 3.907 3.139
47 P 0.156 1.733 -0.086
48 C -1.589 1.906 -0.628
49 C -1.965 2.620 -1.763
50 C -3.307 2.833 -2.036
51 C -4.284 2.335 -1.188
52 C -3.917 1.599 -0.071
53 C -2.579 1.376 0.205
54 C 1.073 2.792 -1.258
55 C 1.175 4.157 -1.099
56 C 1.905 4.929 -2.012
57 C 2.525 4.334 -3.076
58 C 2.432 2.941 -3.282
59 C 3.043 2.308 -4.383
60 C 2.907 0.962 -4.575
61 C 2.142 0.191 -3.681
62 C 1.541 0.756 -2.585
63 C 1.682 2.148 -2.367
64 H 0.330 5.288 4.379
65 H -1.795 4.990 3.152
66 H -1.922 3.476 1.252
67 H 2.228 2.536 1.718
68 H 2.341 4.038 3.667
69 H -1.203 3.022 -2.414
70 H -3.593 3.423 -2.895
71 H -5.327 2.531 -1.387
72 H -4.673 1.215 0.598
73 H -2.282 0.821 1.092
74 H 0.682 4.651 -0.274
75 H 1.966 5.999 -1.868
76 H 3.083 4.924 -3.789
77 H 3.609 2.909 -5.079
78 H 3.381 0.483 -5.419
79 H 2.025 -0.867 -3.887
80 N -1.151 -0.131 -3.355
81 H -1.129 -0.934 -3.976
82 H -0.689 0.642 -3.829
83 H -2.119 0.130 -3.190
84 C -2.927 -1.756 6.684
85 Ge -2.586 -0.554 5.149
86 C -4.165 -0.392 3.961
87 C -1.984 1.258 5.688
88 C -1.160 -1.425 4.025
89 Se -0.216 -0.110 2.910
90 C 1.275 0.185 4.113
91 H -3.688 -1.334 7.331
92 H -2.027 -1.912 7.273
93 H -3.275 -2.724 6.335
94 H -5.022 -0.043 4.528
95 H -4.420 -1.349 3.515
96 H -3.972 0.322 3.165
97 H -2.821 1.813 6.100
98 H -1.604 1.811 4.831
99 H -1.206 1.215 6.445
100 H -1.601 -2.156 3.348
101 H -0.399 -1.929 4.617
102 H 1.947 0.902 3.651
103 H 1.785 -0.761 4.282
104 H 0.894 0.583 5.050